Record 1
{
  "formula": "C6H21NO4",
  "method": "ωB97M-V/def2-TZVPD",
  "homo_lumo_gap_ev": [11.24, 5.67],
  "e_homo_ev": [-14.28, -14.23],
  "spin_multiplicity": 2,
  "charge": 1,
  "e_lumo_ha": [-0.112, -0.315],
  "symbols": ["C", "C", "O", "C", "N", "C", "C", "C", "H", "H", "H", "H", "H", "H", "H", "H", "H", "H", "H", "H", "H", "H", "H", "H", "H", "O", "H", "H", "O", "H", "H", "O"],
  "positions_angstrom": [[-2.0941, -1.0735, 0.4870], [-2.6648, -1.0556, -0.8763], [-1.6200, -0.8391, -1.7624], [-1.0043, 0.0034, 0.5341], [0.3298, -0.5887, 0.0315], [2.1729, -0.6250, 1.8629], [1.5861, 0.0892, 0.6165], [2.6217, -0.0587, -0.5396], [-1.8116, -2.1251, 0.8420], [-2.8042, -0.9054, 1.4105], [-3.5243, -0.3281, -1.0875], [-3.1316, -2.0445, -1.1693], [-0.8035, -1.3026, -1.5416], [-1.1652, 0.8368, -0.3456], [-0.9593, 0.4521, 1.5014], [0.4920, -1.4592, 0.2804], [1.3045, -1.0854, 2.3723], [2.6859, -1.5852, 1.8934], [2.7992, 0.0838, 2.5451], [1.5216, 1.1912, 0.9259], [2.4400, 0.6304, -1.3813], [2.7608, -0.9681, -0.8442], [3.6668, 0.2496, -0.2126], [0.5477, 1.6495, 3.2290], [0.0804, 0.6466, 4.1978], [-0.1562, 1.3900, 3.8583], [-0.4263, 2.6918, -2.4284], [-1.8803, 2.8666, -1.7741], [-1.3613, 2.7119, -2.6455], [0.3443, -0.4824, -2.9028], [-0.3706, 0.8049, -3.5423], [0.4242, 0.2289, -3.5346]],
  "forces_ev_per_angstrom": [[-0.8, -0.3, 3.6], [-2.9, -1.7, -1.4], [0.6, 0.8, -1.7], [0.2, -0.2, -3.9], [-0.3, 8.1, 4.2], [-1.2, -0.4, 2.1], [1.9, 0.5, -1.7], [1.1, 6.7, 1.6], [0.6, 1.3, -0.9], [0.8, 0.3, -2.1], [1.7, -0.5, 0.5], [0.3, 0.8, 0.7], [-0.6, -0.5, -0.1], [0.0, -1.7, 2.5], [1.0, 0.4, 0.8], [0.4, -6.3, 0.5], [-0.1, 1.2, 0.9], [0.9, 0.2, -1.6], [-1.5, -1.1, -1.3], [-0.9, -1.6, -1.0], [-0.4, -0.5, 0.2], [0.3, -5.5, -1.8], [-1.3, -0.2, 0.2], [-0.6, -0.1, 0.8], [2.4, -7.4, 3.6], [-1.8, 7.5, -4.5], [0.1, 0.3, 0.3], [1.5, -0.3, -2.3], [-1.6, 0.0, 2.0], [-0.6, 0.1, -0.1], [0.3, -1.0, 0.3], [0.3, 1.0, -0.4]]
}

***

Record 2
{
  "formula": "C3H8O3",
  "method": "ωB97M-V/def2-TZVPD",
  "homo_lumo_gap_ev": 10.36,
  "e_homo_ev": -9.85,
  "spin_multiplicity": 1,
  "charge": 0,
  "smiles": "OCC(O)CO",
  "e_lumo_ha": 0.019,
  "symbols": ["O", "C", "C", "O", "C", "O", "H", "H", "H", "H", "H", "H", "H", "H"],
  "positions_angstrom": [[0.7682, 1.5588, -0.5451], [1.3323, 0.4454, 0.3553], [0.3715, -0.6632, 0.2750], [0.6517, -1.2248, -0.9630], [-1.1543, -0.3136, 0.3254], [-1.7373, 0.6615, -0.3730], [-0.2905, 1.3800, -0.3572], [1.4911, 0.7961, 1.4480], [2.3320, 0.2495, -0.0653], [0.7284, -1.4815, 0.9735], [0.6993, -0.4265, -1.5791], [-1.8294, -1.2898, 0.3157], [-1.2672, 0.1048, 1.3976], [-2.0958, 0.2033, -1.2077]],
  "forces_ev_per_angstrom": [[-2.4, -2.5, 2.4], [0.2, 4.2, 1.2], [0.3, -1.7, -0.7], [-0.2, 0.4, -3.3], [-0.1, -3.6, 6.8], [-1.9, 0.5, -4.8], [3.6, 1.6, -1.3], [-0.4, -0.1, -1.7], [-0.6, -0.4, 0.3], [-1.3, 1.0, -0.1], [0.0, -1.6, 0.8], [1.8, 1.7, -0.1], [0.1, -1.0, -1.0], [0.8, 1.6, 1.4]]
}

***

Record 3
{
  "formula": "C13H23BrCaCl3CsF3KN7O12PS2",
  "method": "ωB97M-V/def2-TZVPD",
  "homo_lumo_gap_ev": 0.83,
  "e_homo_ev": -4.73,
  "spin_multiplicity": 1,
  "charge": 0,
  "e_lumo_ha": -0.143,
  "symbols": ["O", "P", "Br", "C", "N", "C", "N", "F", "N", "N", "H", "H", "H", "H", "N", "C", "C", "C", "C", "H", "H", "H", "H", "H", "Cl", "N", "S", "O", "O", "F", "S", "O", "O", "F", "C", "C", "O", "C", "C", "H", "H", "H", "H", "H", "H", "H", "H", "H", "H", "Cs", "K", "Cl", "C", "C", "Cl", "H", "H", "H", "H", "N", "O", "O", "O", "C", "O", "O", "O", "Ca"],
  "positions_angstrom": [[3.4171, 0.5803, 1.9066], [2.6081, -0.8139, 2.3166], [3.4781, -2.2330, 0.9057], [0.8799, -0.4143, 1.6879], [-0.0721, -0.5270, 2.5314], [-1.1610, -0.1439, 1.8503], [-2.3379, -0.1430, 2.4408], [-3.4386, 0.2117, 1.7437], [-0.8723, 0.1904, 0.6484], [0.4663, -0.0026, 0.5316], [2.7693, 1.2767, 2.0912], [-2.4286, -0.4163, 3.4045], [-1.4825, 0.5610, -0.0809], [1.0304, 0.1705, -0.2774], [-2.6823, -2.9182, -1.4732], [-3.5162, -3.7668, -0.7818], [-4.4621, -4.2222, -1.6734], [-4.1736, -3.6163, -2.9327], [-3.0777, -2.8170, -2.7827], [-1.8991, -2.4494, -1.0707], [-3.3553, -3.9684, 0.2590], [-5.2571, -4.9063, -1.4582], [-4.7183, -3.7601, -3.8507], [-2.5443, -2.1964, -3.4840], [-5.7179, -4.3202, 0.9117], [-0.3119, 4.2488, -0.7902], [-1.3594, 3.2350, -0.1741], [-1.5286, 2.0008, -0.8887], [-2.4958, 3.8024, 0.4383], [-0.4575, 2.7774, 1.0790], [-0.8130, 4.9012, -2.1466], [0.2438, 5.5511, -2.8663], [-2.0580, 5.5675, -2.0989], [-1.0965, 3.6422, -3.0748], [4.9423, 4.7546, 0.5209], [4.4827, 4.2205, -0.8177], [3.2608, 4.7730, -1.2760], [3.2440, 6.1788, -1.4581], [4.2486, 6.6675, -2.4864], [4.1772, 4.5830, 1.2761], [5.8613, 4.2585, 0.8323], [5.1382, 5.8263, 0.4882], [4.3114, 3.1524, -0.7309], [5.2641, 4.3450, -1.5850], [3.3859, 6.6858, -0.5018], [2.2370, 6.4215, -1.7956], [5.2833, 6.4439, -2.1949], [4.1653, 7.7517, -2.6144], [4.0659, 6.1833, -3.4488], [4.3967, 2.3395, -2.5369], [5.3464, 7.2073, -4.6479], [-0.8028, -3.5053, 2.3577], [-1.2108, -4.4016, 3.8404], [-2.0661, -5.6245, 3.6097], [-3.6910, -5.2159, 3.0686], [-1.7216, -3.7117, 4.5040], [-0.2629, -4.6865, 4.3021], [-2.1696, -6.1761, 4.5680], [-1.6247, -6.2977, 2.8618], [5.9633, -4.3599, -0.2344], [6.1288, -5.4317, 0.3564], [4.9813, -4.2073, -1.0071], [6.7542, -3.4057, -0.0592], [-8.6554, -5.5340, -0.5023], [-7.7262, -5.9721, -1.1619], [-9.8083, -5.2621, -0.9186], [-8.5638, -5.2682, 0.7359], [-0.9108, -7.8140, 3.8145]],
  "forces_ev_per_angstrom": [[-0.8, 0.2, -0.5], [0.4, -0.7, 1.0], [-0.2, 0.2, -0.5], [3.2, -0.8, 0.5], [-1.2, -0.1, 2.1], [-0.8, -0.7, 2.1], [-0.1, 0.1, 0.2], [0.1, 0.0, 0.1], [-0.2, -0.5, -2.1], [0.0, 0.7, -1.9], [0.4, 0.4, 0.1], [-0.6, 0.0, 0.0], [0.2, 0.4, -0.3], [-0.4, 0.1, -0.5], [0.0, 0.0, 0.1], [0.1, 0.0, -0.9], [0.7, 0.2, -0.5], [-0.2, -0.2, 0.1], [0.1, 0.1, 0.1], [0.2, 0.0, 0.0], [0.0, 0.0, 0.1], [-0.1, 0.0, 0.0], [0.0, 0.0, 0.0], [0.0, 0.0, 0.0], [-1.4, -0.2, 1.1], [-0.2, -0.4, -0.7], [0.2, 0.3, 1.5], [0.1, 0.3, -0.9], [-0.4, 0.2, -0.1], [0.2, 0.2, -0.3], [0.0, 0.2, -1.5], [0.7, 0.0, 0.8], [-0.4, 0.2, 0.5], [0.1, -0.2, 0.2], [0.1, 0.2, 0.0], [0.0, 2.1, 2.4], [0.4, -0.6, -0.3], [-0.4, 0.3, 0.2], [-0.3, -0.5, 0.7], [0.0, 0.0, 0.0], [0.0, 0.0, 0.0], [0.1, 0.0, 0.0], [-0.1, 1.6, 2.4], [0.2, 0.4, 0.5], [0.1, 0.0, 0.0], [0.0, -0.2, 0.0], [0.0, 0.1, 0.1], [-0.2, -0.1, 0.2], [-0.9, -0.5, 0.9], [-0.5, -4.1, -4.8], [1.4, 1.0, -2.1], [-0.2, -0.4, -0.1], [0.4, 0.0, 0.3], [-0.8, 0.7, 0.1], [0.1, -0.1, -0.2], [-0.1, 0.0, 0.0], [0.0, 0.0, 0.0], [0.0, 0.4, 0.1], [-0.5, 1.4, -0.8], [0.0, 0.1, 0.1], [0.0, 0.0, 0.0], [-0.3, 0.2, 0.0], [0.0, 0.2, 0.0], [0.1, 0.2, -0.5], [0.3, -0.3, -0.4], [-0.1, -0.1, 0.3], [0.3, 0.3, 0.5], [1.1, -2.2, 0.7]]
}

***

Record 4
{
  "formula": "C6H10N2O",
  "method": "ωB97M-V/def2-TZVPD",
  "homo_lumo_gap_ev": 6.26,
  "e_homo_ev": -7.53,
  "spin_multiplicity": 1,
  "charge": 0,
  "e_lumo_ha": -0.047,
  "symbols": ["C", "C", "C", "C", "C", "C", "H", "H", "H", "H", "H", "H", "H", "H", "H", "H", "N", "N", "O"],
  "positions_angstrom": [[2.7147, -0.8862, -0.0539], [1.3574, -0.6254, -0.0262], [0.2059, -1.5964, -0.0202], [-1.0465, -0.8406, -0.0896], [-0.6959, 0.4982, -0.1953], [-1.7182, 1.6034, -0.0012], [2.9794, -0.4845, -1.0980], [3.2588, -0.0068, 0.6111], [3.0957, -1.9883, 0.1656], [0.3723, -2.6506, 0.5929], [-3.0495, -0.5154, 0.2202], [-2.8882, -1.7967, -1.0043], [-1.3803, 2.9848, -0.1667], [-2.4500, 2.0457, 1.0190], [-2.5242, 1.2700, -0.5371], [2.4036, 1.8215, 0.8293], [-2.4840, -1.3574, 0.0651], [0.6711, 0.5835, -0.2002], [1.1778, 1.9412, -0.1106]],
  "forces_ev_per_angstrom": [[5.1, 1.8, -0.4], [-9.0, -1.8, 0.0], [1.7, 0.0, 2.5], [-0.1, -1.3, 0.0], [-1.1, 0.1, 1.7], [0.7, 6.0, 2.7], [0.6, -1.2, 1.2], [-0.7, -2.3, -1.0], [-1.0, 2.7, -0.4], [-0.6, 2.7, -2.4], [0.1, -0.5, -0.1], [1.8, 1.8, 4.1], [-0.7, -4.7, -0.5], [2.9, -2.4, -1.7], [-2.0, 0.1, -2.2], [-4.2, 0.3, -3.0], [1.1, -0.5, -4.0], [1.3, 2.0, 0.7], [4.1, -2.7, 2.7]]
}

***

Record 5
{
  "formula": "C7H10",
  "method": "ωB97M-V/def2-TZVPD",
  "homo_lumo_gap_ev": 10.43,
  "e_homo_ev": -9.29,
  "spin_multiplicity": 1,
  "charge": 0,
  "smiles": "C#CC1(CC)CC1",
  "e_lumo_ha": 0.042,
  "symbols": ["C", "C", "C", "C", "C", "C", "C", "H", "H", "H", "H", "H", "H", "H", "H", "H", "H"],
  "positions_angstrom": [[-1.4367, 2.3273, 0.4254], [-0.8956, 1.2605, 0.2727], [-0.4017, -0.0941, 0.0954], [1.0132, -0.4296, 0.5509], [2.1109, 0.4061, -0.1066], [-0.9342, -0.8540, -1.1007], [-1.4785, -1.1451, 0.2627], [-1.9344, 3.2624, 0.5608], [1.1801, -1.4886, 0.3141], [1.0840, -0.3407, 1.6419], [2.0574, 0.3509, -1.1998], [3.0987, 0.0430, 0.1991], [2.0370, 1.4601, 0.1814], [-1.5622, -0.3263, -1.8110], [-0.2566, -1.5821, -1.5397], [-1.2078, -2.0726, 0.7595], [-2.4736, -0.7771, 0.4940]],
  "forces_ev_per_angstrom": [[0.2, -0.4, -0.1], [-0.2, 0.4, 0.0], [0.0, 0.1, 0.0], [0.0, -0.1, 0.0], [0.0, 0.1, 0.0], [0.0, 0.0, -0.2], [-0.1, -0.1, 0.1], [0.2, -0.1, 0.0], [-0.1, 0.1, 0.1], [-0.1, 0.0, -0.1], [0.0, 0.0, 0.2], [-0.2, 0.1, 0.0], [0.0, -0.1, -0.1], [0.1, -0.1, 0.1], [-0.1, 0.1, 0.1], [0.0, 0.1, -0.1], [0.2, -0.1, 0.0]]
}

***

Record 6
{
  "formula": "C5H6O",
  "method": "ωB97M-V/def2-TZVPD",
  "homo_lumo_gap_ev": 10.32,
  "e_homo_ev": -9.44,
  "spin_multiplicity": 1,
  "charge": 0,
  "smiles": "O=C1CC=CC1",
  "e_lumo_ha": 0.032,
  "symbols": ["O", "C", "C", "C", "C", "C", "H", "H", "H", "H", "H", "H"],
  "positions_angstrom": [[1.8650, -0.0297, 0.2537], [0.6659, 0.0519, 0.1100], [-0.1368, 1.3388, -0.0200], [-1.6078, 0.8818, -0.0457], [-1.5811, -0.4028, -0.4096], [-0.2944, -1.1129, -0.0909], [0.1871, 1.9083, -0.9064], [0.0776, 1.9963, 0.8374], [-2.4379, 1.4198, 0.4123], [-2.6071, -0.8465, -0.3167], [-0.3237, -1.7410, 0.8138], [0.0618, -1.7611, -0.9082]],
  "forces_ev_per_angstrom": [[-0.8, 0.1, 0.1], [0.7, 0.0, -0.6], [-0.5, 1.1, 1.1], [2.5, -0.1, -0.3], [-3.2, -0.4, 2.4], [0.4, -0.3, -1.3], [-0.2, -0.3, 0.2], [0.1, -0.2, -0.2], [0.1, 0.1, -1.0], [1.2, -0.5, -0.5], [-0.3, 0.2, -0.2], [0.1, 0.2, 0.3]]
}